1.
Density functional theory data (the ωB97M-V functional and the def2-TZVPD basis) for a structure of composition C16H44KN4O4 at a distorted geometry.

Geometry as XYZ:
```
69
Properties=species:S:1:pos:R:3:mulliken_charge:R:1
K 41.903 8.500 11.922 0.762
C 41.331 6.015 16.919 -1.655
C 41.037 5.402 15.617 0.527
C 40.289 4.034 15.745 -0.873
O 40.010 3.464 14.474 -0.255
C 39.891 2.028 14.543 -0.770
N 40.100 6.252 14.926 -0.551
H 42.191 5.545 17.397 0.412
H 40.482 5.987 17.602 0.398
H 41.706 7.033 16.814 0.388
H 41.967 5.206 15.084 0.242
H 39.354 4.152 16.292 0.303
H 40.857 3.432 16.454 0.484
H 40.609 1.540 15.202 0.325
H 40.031 1.649 13.531 0.230
H 38.857 1.835 14.830 0.316
H 39.488 6.592 15.654 0.268
H 39.562 5.687 14.285 0.250
C 38.037 5.643 10.396 -1.399
C 39.201 5.682 9.399 0.296
C 39.333 7.094 8.608 -0.688
O 39.272 8.227 9.404 -0.247
C 39.265 9.534 8.806 -0.819
N 40.394 5.542 10.263 -0.479
H 38.050 6.552 10.996 0.293
H 38.024 4.823 11.114 0.410
H 37.110 5.582 9.826 0.344
H 39.077 4.861 8.694 0.327
H 38.510 7.109 7.894 0.389
H 40.271 7.200 8.064 0.386
H 39.304 10.342 9.537 0.255
H 38.306 9.674 8.309 0.299
H 40.095 9.579 8.100 0.333
H 40.382 4.852 11.000 0.165
H 41.136 5.234 9.651 0.228
C 42.510 14.223 14.557 -1.487
C 42.186 12.773 14.303 0.318
C 40.940 12.304 15.094 -0.580
O 41.513 12.043 16.376 -0.304
C 40.536 11.539 17.330 -0.683
N 41.818 12.658 12.899 -0.590
H 43.343 14.539 13.930 0.380
H 42.645 14.486 15.606 0.350
H 41.602 14.785 14.342 0.386
H 43.084 12.182 14.482 0.248
H 40.465 11.439 14.631 0.354
H 40.173 13.058 15.271 0.333
H 40.255 10.519 17.069 0.224
H 39.640 12.159 17.323 0.304
H 40.944 11.525 18.341 0.262
H 42.535 12.996 12.273 0.261
H 41.054 13.296 12.732 0.263
C 47.674 8.897 13.354 -1.383
C 46.262 8.845 12.634 0.312
C 46.355 8.270 11.205 -0.832
O 45.210 8.536 10.417 -0.283
C 45.343 8.238 9.054 -0.776
N 45.346 7.988 13.364 -0.462
H 47.584 9.552 14.220 0.407
H 48.294 9.561 12.752 0.391
H 48.130 7.929 13.559 0.341
H 45.901 9.855 12.438 0.189
H 46.471 7.187 11.167 0.347
H 47.276 8.602 10.725 0.436
H 45.693 9.093 8.474 0.306
H 44.377 7.857 8.721 0.196
H 46.079 7.478 8.794 0.368
H 45.314 8.296 14.326 0.259
H 45.712 7.047 13.369 0.254
```

Properties
net charge = +1
LUMO energy = -2.43 eV
spin multiplicity = 1
molecular weight = 395.65 g/mol
highest occupied orbital energy = -11.5498 eV
E = -47773.4736 eV



2.
Density functional theory data (the ωB97M-V functional and the def2-TZVPD basis) for a cluster of 6 separate species, C16H44O6 in total at a distorted geometry.

Geometry as XYZ:
```
66
Properties=species:S:1:pos:R:3:mulliken_charge:R:1
C 37.419 3.868 9.264 -0.378
O 38.423 4.693 8.705 -0.192
H 37.127 4.291 10.225 0.021
H 36.564 3.756 8.597 0.247
H 37.675 2.854 9.573 0.077
H 38.165 5.586 8.464 0.028
C 38.934 2.365 5.916 -1.056
C 40.148 3.157 5.422 -0.269
C 41.356 2.996 6.319 -1.316
O 40.473 2.770 4.136 -0.085
H 38.772 2.536 6.980 -0.083
H 39.179 1.314 5.766 0.376
H 38.017 2.525 5.349 0.465
H 39.896 4.217 5.461 0.300
H 41.605 1.951 6.499 0.226
H 41.218 3.310 7.353 0.305
H 42.162 3.646 5.975 0.531
H 40.166 3.267 3.375 0.227
C 38.521 9.340 10.233 -1.868
C 39.028 9.351 8.813 0.478
C 40.529 9.767 8.704 -1.586
O 38.779 8.077 8.252 -0.014
H 39.204 8.704 10.797 0.345
H 37.492 8.985 10.277 0.324
H 38.492 10.358 10.621 0.482
H 38.461 10.150 8.334 0.358
H 40.862 10.248 9.624 0.482
H 40.585 10.275 7.742 0.483
H 41.015 8.812 8.507 0.296
H 39.311 7.904 7.472 0.106
C 35.234 2.721 11.952 -1.455
C 35.073 4.309 12.225 0.549
C 34.013 4.968 11.472 -0.832
O 34.854 4.586 13.556 -0.510
H 34.310 2.148 12.033 0.415
H 36.006 2.175 12.493 0.469
H 35.552 2.606 10.916 0.260
H 36.058 4.755 12.080 0.099
H 34.366 5.982 11.285 0.160
H 33.097 5.103 12.048 0.391
H 33.870 4.503 10.496 0.110
H 35.027 3.861 14.161 0.291
C 39.890 1.341 9.624 -1.041
C 41.280 0.832 9.811 0.894
C 42.178 1.591 10.685 -1.662
O 41.220 -0.403 10.423 -0.509
H 39.788 2.361 9.252 0.061
H 39.256 1.264 10.507 0.359
H 39.327 0.743 8.907 0.316
H 41.768 0.778 8.838 -0.029
H 43.169 1.176 10.871 0.469
H 41.748 1.934 11.626 0.374
H 42.289 2.543 10.165 0.327
H 42.076 -0.546 10.833 0.333
C 33.642 5.906 7.877 -1.471
C 32.129 5.877 7.771 0.530
C 31.606 5.192 6.489 -1.370
O 31.738 5.140 8.909 -0.433
H 33.869 6.601 8.686 0.275
H 34.190 6.272 7.010 0.723
H 34.153 4.991 8.178 -0.038
H 31.793 6.906 7.898 0.284
H 32.351 5.282 5.699 0.338
H 30.660 5.661 6.221 0.305
H 31.504 4.112 6.596 0.442
H 31.588 4.225 8.661 0.266
```

Properties
net charge = -1
LUMO energy (alpha / beta) = 2.66 / 2.55 eV
spin multiplicity = 2
molecular weight = 332.52 g/mol
highest occupied orbital energy (alpha / beta) = 0.7590 / -7.2551 eV
E = -29586.7383 eV